Molecular formula: CH3BrO3S
Method: DFT, ωB97M-V with the def2-TZVPD basis set

XYZ file:
```
9
Properties=species:S:1:pos:R:3:forces:R:3
C 0.236045 0.207183 0.497606 -0.3306 0.6139 -2.8311
O -2.515713 2.712754 0.899800 -0.6232 -0.2585 0.1483
O -1.240602 2.049593 -1.124117 -0.4173 -0.4053 -0.4718
O -0.763252 1.016458 1.096348 -2.2952 1.1972 -0.3790
S -1.864166 1.732574 0.114586 1.1681 -1.3333 1.2074
Br -3.995909 -0.843131 -0.275985 1.3894 1.5637 0.2211
H 0.480864 0.708027 -0.523257 0.0550 -1.2480 1.7806
H -0.179001 -0.794998 0.359659 0.3675 0.0471 -0.0037
H 1.044614 0.255523 1.188886 0.6862 -0.1768 0.3281
```
Positions in Å, forces in eV/Å.

net charge	0
orbital gap (spin up / spin down)	5.9766 / 5.9626	eV
ΔE to the lowest compared entry with this formula, charge and spin	60.9	kcal per mole

***

Molecular formula: C27H63Cl2Cu3N2O17P3
Method: DFT, ωB97M-V with the def2-TZVPD basis set

XYZ file:
```
117
Properties=species:S:1:pos:R:3:forces:R:3
Cu 1.016035 0.479916 -1.003938 0.0390 -0.1328 1.0119
Cu 3.846558 -3.490448 3.339889 -0.8189 1.0074 -0.3492
Cu 1.653293 2.958921 5.095002 -0.0063 -1.1819 -0.7295
C 1.627550 -0.287613 2.777454 1.5848 3.1898 0.3027
O 1.149483 0.789579 2.397599 -2.9982 3.7392 -1.7160
O 1.862805 -1.127878 1.934673 0.8584 -5.8318 -3.7340
O 2.164706 -0.313554 3.883498 1.2796 -0.7694 5.0130
C 5.382893 -1.594403 -3.827261 -1.7020 0.4184 1.4076
O 4.312896 -1.259266 -3.276922 1.6311 -0.2449 -1.3651
N 6.254590 -2.443562 -3.253106 0.2400 0.5616 0.7611
C 7.621927 -2.553612 -3.758638 -0.2211 -0.1051 0.9259
C 6.053358 -2.795479 -1.843284 0.5443 -0.7445 0.0337
H 5.735684 -1.234656 -4.806209 -0.3684 0.0290 -0.0275
H 7.656139 -2.297395 -4.817554 0.0959 -0.4514 0.0966
H 7.986912 -3.538614 -3.467694 -0.0464 -0.2956 -0.8299
H 8.305515 -1.907437 -3.207938 -0.0954 0.5396 -0.0249
H 6.321082 -3.845407 -1.724658 -0.4302 -0.2832 -0.0957
H 6.763281 -2.328903 -1.160337 0.1715 0.6981 -0.2660
H 5.052687 -2.592215 -1.461932 0.0853 -0.0621 -0.5546
C -3.363004 -1.682355 -2.667473 -1.5335 -0.3067 0.7098
O -2.400944 -0.998425 -2.513472 2.6422 1.3865 -0.0856
N -4.058421 -2.189132 -1.630087 -0.5424 -0.3469 -0.1032
C -5.312731 -2.919689 -1.882845 1.1190 -0.2802 1.2499
C -3.658869 -2.046374 -0.203716 -0.2207 -0.0076 -0.9122
H -3.788098 -1.857420 -3.667907 -0.1878 -0.3052 0.1021
H -5.050450 -3.952938 -1.655463 -0.5862 -0.3816 -0.4033
H -5.712374 -2.791302 -2.888775 0.2344 0.0580 0.1609
H -6.028481 -2.620651 -1.117090 -0.2637 0.1538 -0.2685
H -3.546477 -3.013379 0.286537 -0.4356 -0.2284 -0.1670
H -2.684954 -1.581174 -0.051460 -0.2633 0.3441 -0.5606
H -4.454774 -1.466633 0.263752 0.2146 -0.0185 0.3655
Cl 3.001484 -0.214534 12.001494 0.5235 0.8252 -0.0547
C 4.019978 1.025020 11.170863 0.9156 -0.9430 -0.5577
C 4.633162 0.431601 9.915207 0.0090 1.0485 -0.7891
Cl 5.850287 -0.863013 10.184223 -0.8295 0.1353 -0.0117
H 4.942659 1.326582 11.666662 -0.6366 -0.0637 1.2703
H 3.433797 1.911634 10.929251 -0.1343 -0.2468 0.0579
H 5.241177 1.227460 9.485080 -0.0141 0.1420 -0.0307
H 3.874904 0.233779 9.157557 0.1731 -0.9056 0.1194
C 0.395455 -6.119772 -3.956054 0.9520 -0.5318 0.0735
C 0.488392 -5.857100 -5.462480 -1.2904 0.7813 1.4198
O 0.479015 -7.126546 -6.094829 1.6108 -0.5933 -1.6576
P 1.128857 -7.168506 -7.612975 0.5948 -0.0878 0.1771
O 2.444618 -6.411856 -7.753270 -3.6258 -1.4670 0.0790
O -0.203491 -6.685695 -8.468649 1.6820 -0.1356 0.8095
C -1.388413 -7.509871 -8.535904 0.4290 -1.1940 -1.7388
C -1.447772 -8.123425 -9.973935 -0.2414 0.2507 0.5512
O 1.242010 -8.772600 -7.943022 -0.3709 2.6204 0.1938
C 1.789671 -9.744093 -7.038282 -0.7307 -0.5540 0.0974
C 0.578826 -10.353936 -6.300728 0.7900 0.5552 0.0629
H 1.207293 -6.803429 -3.707801 0.0536 -0.3271 -0.0818
H 0.631553 -5.283618 -3.297877 -0.4928 0.4376 -0.3639
H -0.521927 -6.622095 -3.649151 -0.1075 0.2463 -0.1504
H -0.421791 -5.354294 -5.789376 -0.0237 0.2782 -0.0869
H 1.322624 -5.192681 -5.687654 0.2978 -0.5198 -0.2844
H -1.425744 -8.238509 -7.726089 0.4481 -0.2398 -0.1511
H -2.345175 -6.995175 -8.447635 0.5143 1.0352 0.2472
H -1.578784 -7.340068 -10.720453 -0.3657 0.2977 0.2654
H -0.581366 -8.645622 -10.379813 0.1752 -0.3215 0.8348
H -2.325649 -8.769356 -9.988265 0.0222 -0.1408 -0.2756
H 2.316071 -10.436824 -7.694879 -0.1849 -0.2134 0.1284
H 2.540904 -9.344990 -6.356772 -0.1547 0.3609 0.0194
H 0.194516 -9.596781 -5.617279 -0.0255 0.0162 0.0279
H -0.213196 -10.560392 -7.020570 0.1569 -0.3753 0.0452
H 0.862765 -11.215185 -5.695958 -0.1093 -0.1693 -0.2347
C 3.876850 5.400456 -5.426316 -0.6307 1.6810 -0.9796
C 4.314134 4.231653 -4.667543 -0.3511 -1.9653 0.1683
O 4.692920 4.507740 -3.328931 -0.0877 0.6754 1.4872
P 3.659444 5.062118 -2.214555 1.3790 2.3158 -1.1338
O 2.375605 4.368860 -2.242260 -0.0637 0.0581 0.4232
O 3.529835 6.700134 -2.474319 -1.4561 -2.9754 0.7005
C 4.598909 7.610231 -2.614284 0.8662 -0.3522 0.3266
C 4.270627 8.680124 -3.645420 0.4908 -0.4498 -0.8868
O 4.593860 4.995611 -0.900173 -1.8873 1.8049 -1.5973
C 5.019387 3.768921 -0.451259 0.8982 -2.2496 0.0174
C 5.380938 3.843595 0.979214 0.1583 -0.0770 1.7837
H 3.234249 5.115701 -6.259419 0.6054 -0.2421 -0.4786
H 3.177668 6.064340 -4.917892 0.1630 -0.1773 0.6694
H 4.717886 6.024445 -5.728627 -0.0796 -0.0125 -0.3232
H 3.534819 3.470444 -4.703620 -0.3297 0.0084 0.5024
H 5.159857 3.689969 -5.091164 0.2581 0.4721 -0.1532
H 4.903024 7.927448 -1.616792 -0.3225 0.5920 0.0185
H 5.441414 6.998135 -2.936197 0.3863 0.3841 -0.4798
H 3.344480 9.254485 -3.624091 -0.0061 -0.2134 0.8497
H 5.104754 9.369585 -3.775703 0.0350 0.0865 0.3478
H 4.230117 8.156572 -4.600591 -0.0820 -0.0287 -0.1448
H 4.304743 2.954487 -0.569938 -0.5610 0.2018 -0.2144
H 5.865102 3.453539 -1.062334 0.3141 0.0669 0.0492
H 5.840564 2.921032 1.333813 0.5467 0.0176 -0.3718
H 5.997422 4.708961 1.222522 0.2552 -0.1447 -0.1617
H 4.538125 3.884142 1.669215 -0.5306 0.3722 -0.3756
C -8.756192 3.664337 11.044430 0.9768 -0.3583 -0.1799
C -7.736119 3.482572 9.865441 -1.2122 -0.2512 2.4289
O -8.329926 4.158186 8.789737 0.7809 0.2946 -1.4164
P -8.235265 3.599288 7.322037 -1.4735 -2.7007 -2.3581
O -8.998410 2.301440 7.085431 1.9164 3.0806 0.4835
O -8.751718 4.827330 6.431542 0.6362 0.5852 0.8779
C -8.164229 6.147323 6.669532 -1.1029 1.6432 -0.1917
C -8.999113 6.987632 7.683245 0.0088 -0.9092 0.3052
O -6.670845 3.535926 6.885486 -0.5368 0.2740 0.2702
C -6.283572 3.292577 5.493408 0.7088 -0.3871 0.4965
C -4.765075 2.989870 5.546275 -1.4269 0.3066 0.3659
H -8.248721 3.315028 11.943627 -0.0220 0.3905 0.2627
H -9.015555 4.722155 11.087460 0.2852 0.0444 0.2919
H -9.710987 3.138563 11.041503 0.2108 -0.3318 -0.7769
H -6.811960 3.973293 10.170769 0.0334 0.2074 -0.2375
H -7.486436 2.438421 9.677021 -0.3334 -0.0531 -0.3179
H -7.095856 6.219958 6.873028 0.0465 -1.0586 0.6669
H -8.179754 6.687772 5.723069 -0.5321 -0.3505 -0.3336
H -9.022011 6.501195 8.658418 0.2072 -0.0851 -0.0062
H -8.632651 7.997809 7.865846 0.3366 -0.0555 -0.4015
H -10.051774 7.072521 7.413428 0.1007 -0.0731 -0.4578
H -6.896370 2.482967 5.097033 0.1690 -0.1845 0.1179
H -6.426754 4.147694 4.832829 -0.3747 0.3701 0.4298
H -4.622158 2.207285 6.291418 0.2730 -0.2162 -0.3666
H -4.406043 2.751344 4.545128 0.1489 -0.1749 0.1917
H -4.283764 3.890172 5.928239 0.1771 -0.0046 -0.1470
```
Positions in Å, forces in eV/Å.

net charge	+1
orbital gap	3.4260	eV

***

Molecular formula: C2H4NOS2
Method: DFT, ωB97M-V with the def2-TZVPD basis set

XYZ file:
```
10
Properties=species:S:1:pos:R:3:forces:R:3
C 3.429669 -0.374828 -0.145460 1.1127 0.4166 1.3387
C -1.186568 0.140896 0.944006 2.5633 -1.3328 1.2158
N -0.899321 0.575801 -0.174635 0.3711 -0.6120 -3.0565
O 2.567409 -1.400084 -0.059123 -4.7352 2.4006 -1.6872
S 4.831647 -0.540288 0.701679 1.7098 -1.2078 0.8355
S 3.138280 1.116072 -0.794416 -1.5746 0.7388 -1.3341
H -1.690692 0.823913 -0.789044 0.2741 0.8341 0.9023
H -0.363161 -0.468263 1.466802 -1.2289 1.2478 -0.1700
H -2.094607 0.341141 1.404697 -1.9888 -0.2392 1.1425
H 1.618517 -0.863697 -0.353677 3.4963 -2.2462 0.8131
```
Positions in Å, forces in eV/Å.

net charge	-1
orbital gap	5.7334	eV
ΔE to the lowest compared entry with this formula, charge and spin	35.0	kcal per mole

***

In the order shown, the computed max |F| values come out to 2.92, 6.98, 5.57 eV Å⁻¹.